Molecular formula: C13H19N5O7P
Method: DFT, the ωB97M-V functional and the def2-TZVPD basis

The geometry in XYZ format:
```
45
Properties=species:S:1:pos:R:3:lowdin_charge:R:1
C -3.433 -3.605 0.954 -0.085
C -1.938 -3.492 1.047 -0.265
O -1.549 -2.366 1.903 -0.215
P -0.893 -0.975 1.421 0.545
C 0.669 -1.457 0.584 -0.154
C 1.932 -1.118 1.383 -0.433
O 2.124 -1.607 2.487 0.087
O 2.808 -0.322 0.758 -0.033
C 4.202 -0.233 1.208 -0.175
C 4.478 1.143 1.737 -0.068
O -1.787 -0.129 0.590 -0.264
O -0.459 -0.420 2.829 -0.210
C -0.560 0.960 3.278 -0.233
C -1.642 1.040 4.337 -0.079
H -3.673 -4.398 0.246 0.074
H -3.856 -3.885 1.922 0.071
H -3.867 -2.668 0.594 0.079
H -1.497 -4.380 1.520 0.120
H -1.493 -3.405 0.039 0.069
H 0.605 -2.537 0.713 0.119
H 4.376 -1.014 1.952 0.116
H 4.795 -0.410 0.304 0.125
H 5.533 1.364 1.553 0.074
H 3.851 1.905 1.256 0.086
H 4.323 1.156 2.818 0.074
H 0.430 1.190 3.687 0.120
H -0.770 1.605 2.410 0.119
H -1.684 2.053 4.740 0.071
H -2.616 0.799 3.899 0.081
H -1.428 0.346 5.156 0.078
O 0.947 1.413 -0.218 0.006
N 1.758 1.020 -1.078 -0.380
C 1.697 -0.312 -1.571 -0.154
C 0.671 -1.199 -0.895 -0.173
N 0.794 -2.501 -1.577 -0.014
N 0.063 -3.593 -1.215 -0.001
N 0.457 -4.581 -1.975 -0.063
N 1.445 -4.197 -2.812 0.029
C 1.651 -2.880 -2.566 -0.321
C 2.605 -1.968 -3.066 -0.074
C 2.588 -0.684 -2.563 -0.039
O 2.667 1.763 -1.532 -0.047
H -0.315 -0.782 -1.161 0.140
H 3.319 -2.348 -3.784 0.083
H 3.298 0.063 -2.917 0.115
```

Its net charge is -1. Its electronic energy is -1648.61168 Ha.



Molecular formula: C4H8OS2
Method: DFT, the ωB97M-V functional and the def2-TZVPD basis

The geometry in XYZ format:
```
15
Properties=species:S:1:pos:R:3:lowdin_charge:R:1
C -2.690 0.079 0.238 -0.401
S -1.490 -1.114 -0.438 0.772
C 0.035 -0.486 0.383 -0.865
C 0.603 0.800 -0.254 -0.253
O 1.983 0.789 0.118 -0.178
C 2.504 -0.398 -0.344 -0.486
S 1.344 -1.744 0.182 0.842
H -2.535 1.060 -0.190 0.029
H -3.692 -0.232 -0.059 0.033
H -2.651 0.056 1.299 0.021
H -0.196 -0.314 1.425 0.065
H 0.538 0.885 -1.320 0.115
H 0.154 1.671 0.247 0.133
H 2.604 -0.577 -1.413 0.079
H 3.488 -0.475 0.124 0.096
```

Its net charge is 0. As for the SMILES: CS[C@@H]1COCS1. The calculation puts the energy relative to the best compared isomer or geometry (same formula, charge and spin) at 76.57 kJ/mol. Its electronic energy is -1028.79388 Ha.



Molecular formula: C10H25BrN2S4V
Method: DFT, the ωB97M-V functional and the def2-TZVPD basis

The geometry in XYZ format:
```
43
Properties=species:S:1:pos:R:3:lowdin_spin:R:1
V -0.466 0.463 0.238 0.987
C 2.226 2.571 -0.351 -0.001
C 2.813 1.203 -0.659 0.001
S 1.468 0.120 -1.235 0.010
C 2.124 -1.528 -0.842 0.002
C 0.966 -2.510 -0.846 0.000
S -0.457 -1.954 0.143 -0.008
C -0.108 -2.582 1.815 -0.002
C 0.859 -1.707 2.592 0.001
S 0.233 -0.004 2.536 0.011
C 1.729 0.973 2.840 0.002
C 1.435 2.398 2.402 -0.001
S 0.755 2.512 0.718 -0.009
H 1.894 3.066 -1.263 0.000
H 2.966 3.221 0.116 0.000
H 3.268 0.752 0.222 0.000
H 3.569 1.277 -1.440 0.000
H 2.613 -1.483 0.130 0.000
H 2.864 -1.810 -1.592 0.000
H 1.276 -3.491 -0.486 0.000
H 0.581 -2.646 -1.857 0.000
H 0.252 -3.607 1.731 0.000
H -1.083 -2.610 2.303 0.000
H 1.864 -1.741 2.172 0.000
H 0.907 -2.035 3.630 0.000
H 2.563 0.540 2.288 0.000
H 1.964 0.949 3.904 0.000
H 2.322 3.028 2.458 0.000
H 0.672 2.847 3.039 0.000
N -4.409 0.212 -1.471 0.001
C -3.311 -0.641 -2.046 0.000
C -2.173 0.169 -2.637 -0.001
N -1.505 1.115 -1.716 -0.001
H -5.230 -0.358 -1.258 0.000
H -4.710 0.959 -2.097 0.000
H -4.067 0.611 -0.554 0.001
H -3.751 -1.242 -2.840 0.000
H -2.977 -1.300 -1.248 0.000
H -2.539 0.686 -3.529 0.000
H -1.426 -0.551 -2.978 0.000
H -2.198 1.699 -1.246 0.001
H -0.963 1.756 -2.289 0.001
Br -2.812 0.670 1.203 0.007
```

Its net charge is +2. As for the spin multiplicity: 2. The calculation puts the energy relative to the best compared isomer or geometry (same formula, charge and spin) at 0.00 kJ/mol. Its electronic energy is -5615.87118 Ha.



Molecular formula: C5H8O
Method: DFT, the ωB97M-V functional and the def2-TZVPD basis

The geometry in XYZ format:
```
14
Properties=species:S:1:pos:R:3:lowdin_charge:R:1
C -0.889 0.107 1.234 -0.070
C -0.240 -1.008 0.517 -0.354
O -0.697 -0.933 -0.876 -0.038
C 0.113 -0.104 -1.530 -0.194
C 1.285 0.169 -0.830 -0.100
C 1.066 -0.286 0.448 -0.051
H -0.803 1.271 0.039 0.068
H -1.968 0.210 1.150 0.067
H -0.483 0.347 2.210 0.062
H -0.310 -2.062 0.816 0.143
H -0.169 0.126 -2.549 0.129
H -0.677 1.475 -0.775 0.101
H 2.076 0.824 -1.168 0.114
H 1.697 -0.135 1.314 0.123
```

Its net charge is 0. The calculation puts the energy relative to the best compared isomer or geometry (same formula, charge and spin) at 500.38 kJ/mol. Its electronic energy is -270.36731 Ha.



Molecular formula: C13H10ClN3O2
Method: DFT, the ωB97M-V functional and the def2-TZVPD basis

The geometry in XYZ format:
```
29
Properties=species:S:1:pos:R:3:lowdin_charge:R:1
N -2.498 -1.218 1.929 0.154
C -1.342 -1.199 2.058 -0.206
C 0.144 -1.190 2.069 -0.085
C 0.696 0.144 1.507 -0.187
C 2.175 0.459 1.877 -0.316
O 2.582 -0.129 3.105 -0.033
C 3.016 -0.064 0.733 -0.013
C 1.997 -0.171 -0.409 -0.386
O 2.398 -0.353 -1.559 0.074
N 0.723 0.095 0.039 0.046
C -0.396 0.176 -0.814 -0.170
C -1.436 1.055 -0.485 -0.009
C -2.520 1.262 -1.330 -0.003
C -2.650 0.506 -2.498 -0.255
C -3.788 0.703 -3.365 -0.200
N -4.776 0.784 -3.982 0.163
C -1.665 -0.415 -2.851 -0.581
Cl -1.767 -1.339 -4.318 0.722
C -0.539 -0.543 -2.011 -0.004
H 0.455 -2.044 1.441 0.144
H 0.496 -1.291 3.099 0.119
H 0.100 1.041 1.837 0.162
H 2.278 1.509 1.969 0.138
H 3.442 0.209 3.437 0.123
H 3.806 0.640 0.536 0.125
H 3.464 -1.036 0.965 0.141
H -1.368 1.626 0.402 0.098
H -3.260 2.024 -1.081 0.130
H 0.236 -1.242 -2.298 0.109
```

Its net charge is 0. As for the SMILES: N#CC[C@H]1[C@@H](O)CC(=O)N1c1ccc(C#N)c(Cl)c1. The calculation puts the energy relative to the best compared isomer or geometry (same formula, charge and spin) at 11.65 kJ/mol. Its electronic energy is -1276.31937 Ha.



Molecular formula: C2H7N3OS
Method: DFT, the ωB97M-V functional and the def2-TZVPD basis

The geometry in XYZ format:
```
14
Properties=species:S:1:pos:R:3:lowdin_charge:R:1
C 1.683 1.912 0.019 -0.214
C 0.372 0.107 -0.062 -0.594
H 1.372 3.032 0.677 0.139
H 2.009 2.125 -1.315 0.141
H 2.663 1.189 0.532 0.121
H -0.740 -1.801 -0.006 0.187
H -2.728 0.220 1.501 -0.015
H 2.320 -0.351 -0.274 0.073
H 1.297 -2.328 -1.038 0.191
N 0.341 1.366 -0.081 -0.068
N -0.764 -0.619 0.024 -0.439
N 1.550 -0.704 0.260 -0.025
O 1.299 -2.094 0.033 -0.141
S -2.301 0.141 -0.094 0.642
```

Its net charge is 0. The calculation puts the energy relative to the best compared isomer or geometry (same formula, charge and spin) at 579.18 kJ/mol. Its electronic energy is -717.85531 Ha.